1.
C33H27ClF5N4OSeV as an isolated structure, computed with wB97M-V/def2-TZVPD.

Calculated values
Energy relative to the best compared isomer or geometry (same formula, charge and spin) in kJ/mol: 0.00
Kohn-Sham gap (spin up / spin down) in eV: 4.94 / 6.60
Spin multiplicity: 2
Net charge: -1
Energy in a.u.: -5872.9724

Element x y z (Å)
V (-0.0386, -1.0827, 0.2026)
Cl (-4.8748, -6.1763, 2.1275)
C (-3.6472, -5.1310, 1.4392)
C (-3.2248, -5.3562, 0.1332)
C (-2.2453, -4.5263, -0.3934)
C (-1.6905, -3.4855, 0.3448)
O (-0.7158, -2.7532, -0.1834)
C (-2.1394, -3.2457, 1.6756)
C (-1.6762, -2.1721, 2.4677)
N (-0.7895, -1.2129, 2.0823)
C (-0.5495, -0.1619, 2.9297)
C (-0.8042, -0.1052, 4.2944)
C (-0.5533, 1.0688, 5.0222)
C (-0.0468, 2.1988, 4.4362)
C (0.2438, 2.1822, 3.0513)
C (0.7733, 3.2842, 2.3491)
C (1.0199, 3.1793, 1.0081)
C (0.7284, 1.9753, 0.3558)
N (0.2312, 0.9283, 0.9772)
C (-0.0077, 1.0080, 2.3119)
C (-3.1298, -4.1105, 2.1973)
H (-3.6498, -6.1613, -0.4492)
H (-1.8794, -4.6747, -1.4019)
H (-2.1659, -2.0425, 3.4256)
H (-1.1866, -0.9719, 4.8136)
H (-0.7681, 1.0718, 6.0842)
H (0.1348, 3.0997, 5.0077)
H (0.9753, 4.2064, 2.8818)
H (1.4156, 4.0089, 0.4381)
H (0.9283, 1.8719, -0.7050)
H (-3.4904, -3.9527, 3.2059)
C (1.5225, -0.6759, -4.9347)
C (0.4393, -0.0588, -4.0566)
C (-0.9357, -0.2615, -4.6880)
C (0.7136, 1.4397, -3.8694)
N (0.4949, -0.8142, -2.7903)
N (-0.3824, -0.3254, -1.7774)
H (1.5014, -0.2357, -5.9323)
H (1.3690, -1.7521, -5.0185)
H (2.5140, -0.5033, -4.5078)
H (-0.9624, 0.1879, -5.6822)
H (-1.7205, 0.2122, -4.0941)
H (-1.1545, -1.3265, -4.7765)
H (0.8157, 1.9279, -4.8400)
H (1.6459, 1.5941, -3.3178)
H (-0.0963, 1.9479, -3.3420)
H (1.4308, -0.7777, -2.3992)
H (-1.3350, -0.6218, -1.9834)
H (-0.4520, 0.6941, -1.7650)
F (-1.4606, 6.3459, 1.7232)
C (-1.8089, 5.1564, 1.2029)
C (-1.5273, 4.8566, -0.1140)
F (-0.8772, 5.7582, -0.8732)
C (-1.8543, 3.6152, -0.6239)
F (-1.4956, 3.3809, -1.9001)
C (-2.4899, 2.6219, 0.1224)
Se (-2.9880, 0.9573, -0.6036)
C (-2.7528, 2.9672, 1.4518)
F (-3.3482, 2.0932, 2.2688)
C (-2.4213, 4.1975, 1.9885)
F (-2.6821, 4.4749, 3.2750)
C (1.6421, -1.2823, 0.1361)
C (3.0602, -1.4686, 0.0641)
C (3.6773, -2.5858, 0.6531)
C (5.0451, -2.7678, 0.5617)
C (5.8381, -1.8463, -0.1144)
C (5.2451, -0.7337, -0.6979)
C (3.8762, -0.5446, -0.6110)
H (3.0559, -3.3010, 1.1765)
H (5.5016, -3.6365, 1.0207)
H (6.9085, -1.9929, -0.1838)
H (5.8552, -0.0077, -1.2218)
H (3.4155, 0.3306, -1.0559)


2.
C33H27CoFN4OPS as an isolated structure in a non-equilibrium geometry, computed with wB97M-V/def2-TZVPD.

Calculated values
Energy relative to the best compared isomer or geometry (same formula, charge and spin) in kJ/mol: 0.00
Kohn-Sham gap (spin up / spin down) in eV: 4.99 / 7.07
Spin multiplicity: 4
Net charge: -1
Energy in a.u.: -3790.1835

Element x y z (Å)
Co (-0.5313, -0.6623, 1.0068)
C (1.2481, -4.2117, 2.7297)
C (0.5990, -3.1585, 1.8844)
N (0.1288, -2.0505, 2.3445)
N (0.2644, -1.7996, 3.6636)
C (-0.3608, -0.7005, 4.0711)
N (-0.2068, -0.4782, 5.4226)
S (-1.3164, 0.4058, 3.1945)
C (0.4458, -3.3711, 0.4345)
C (0.7675, -4.5985, -0.1511)
C (0.5543, -4.7855, -1.5033)
C (0.0082, -3.7526, -2.2477)
C (-0.2690, -2.5618, -1.5980)
N (-0.0294, -2.3552, -0.3081)
H (1.2565, -3.8791, 3.7625)
H (2.2757, -4.4032, 2.4079)
H (0.6979, -5.1542, 2.6658)
H (0.5803, -0.9613, 5.8291)
H (-0.3238, 0.4825, 5.6975)
H (1.1636, -5.3957, 0.4606)
H (0.7983, -5.7323, -1.9698)
H (-0.1927, -3.8541, -3.3049)
H (-0.7047, -1.7311, -2.1404)
O (-2.5152, -1.8328, 1.2166)
C (-2.3830, -0.9084, 0.4209)
C (-3.1255, -0.2682, -0.5747)
C (-4.4869, -0.5506, -0.9217)
C (-5.1374, 0.2674, -1.8065)
C (-4.5074, 1.3930, -2.3832)
C (-3.1693, 1.6545, -2.0720)
C (-2.4700, 0.8210, -1.2258)
P (-0.7609, 0.9008, -0.6203)
C (0.3108, 0.6707, -2.1031)
C (-0.1774, 0.8357, -3.3993)
C (0.6342, 0.5972, -4.4998)
C (1.9496, 0.1899, -4.3230)
C (2.4483, 0.0335, -3.0384)
C (1.6355, 0.2708, -1.9382)
C (-0.5767, 2.6868, -0.2796)
C (-1.4716, 3.2481, 0.6329)
C (-1.3771, 4.5861, 0.9732)
C (-0.3845, 5.3797, 0.4076)
C (0.5099, 4.8263, -0.4944)
C (0.4170, 3.4815, -0.8349)
H (-4.9890, -1.3893, -0.4567)
H (-6.1719, 0.0594, -2.0580)
H (-5.0542, 2.0450, -3.0510)
H (-2.6868, 2.5345, -2.4867)
H (-1.2056, 1.1261, -3.5565)
H (0.2328, 0.7256, -5.4976)
H (2.5793, -0.0071, -5.1822)
H (3.4725, -0.2835, -2.8847)
H (2.0290, 0.1451, -0.9392)
H (-2.2345, 2.6217, 1.0822)
H (-2.0717, 5.0099, 1.6874)
H (-0.3077, 6.4262, 0.6759)
H (1.2902, 5.4381, -0.9301)
H (1.1293, 3.0508, -1.5276)
F (5.1245, 1.7158, 2.3921)
C (3.8963, 1.2196, 2.0548)
C (3.8008, -0.0654, 1.5699)
C (2.5369, -0.5488, 1.2384)
C (1.3522, 0.1903, 1.3672)
C (1.5369, 1.4882, 1.8664)
C (2.7815, 2.0125, 2.2112)
H (4.6943, -0.6682, 1.4575)
H (2.4903, -1.5672, 0.8558)
H (0.6766, 2.1271, 2.0250)
H (2.8821, 3.0194, 2.5985)


3.
A 6-piece molecular cluster, C33H27F9NS2 overall in a non-equilibrium geometry, computed with wB97M-V/def2-TZVPD.

Calculated values
Kohn-Sham gap in eV: 5.70
Net charge: +1
Energy in a.u.: -3023.2590

Element x y z (Å)
F (-1.8420, 0.1813, -0.6494)
C (-0.6322, 0.3562, -1.1978)
F (-0.7704, 0.8120, -2.4561)
C (0.0163, -1.0503, -1.2877)
F (-0.2148, -1.7331, -0.1818)
F (-0.4152, -1.7130, -2.3586)
S (1.8802, -1.0832, -1.5362)
N (2.5492, 0.0769, -0.5788)
C (2.5614, 1.2548, -1.0065)
S (2.5164, 2.6754, -1.5409)
H (-0.0681, 1.0613, -0.5852)
H (1.9534, -0.6342, -2.8116)
F (3.4213, -3.5435, -0.3973)
C (4.2856, -3.5008, 0.6572)
C (5.3148, -4.4154, 0.6983)
C (6.1936, -4.3653, 1.7708)
C (6.0260, -3.4196, 2.7735)
C (4.9766, -2.5148, 2.7054)
C (4.0934, -2.5481, 1.6347)
H (5.4209, -5.1475, -0.0904)
H (7.0118, -5.0703, 1.8220)
H (6.7123, -3.3896, 3.6082)
H (4.8404, -1.7813, 3.4885)
H (3.2695, -1.8495, 1.5635)
F (-0.3687, 2.7271, 0.6702)
C (-0.7532, 4.0056, 0.3743)
C (0.1979, 4.8657, -0.1277)
C (-0.1767, 6.1624, -0.4488)
C (-1.4874, 6.5721, -0.2469)
C (-2.4226, 5.6832, 0.2681)
C (-2.0619, 4.3789, 0.5807)
H (1.2120, 4.5168, -0.2537)
H (0.5539, 6.8510, -0.8519)
H (-1.7800, 7.5843, -0.4891)
H (-3.4423, 6.0046, 0.4290)
H (-2.7758, 3.6689, 0.9756)
F (1.1087, 9.3933, 3.0843)
C (0.9833, 8.1997, 3.6968)
C (1.1772, 8.1237, 5.0611)
C (1.0416, 6.8897, 5.6807)
C (0.7249, 5.7601, 4.9377)
C (0.5392, 5.8657, 3.5661)
C (0.6643, 7.0947, 2.9340)
H (1.4282, 9.0151, 5.6193)
H (1.1837, 6.8120, 6.7502)
H (0.6223, 4.8015, 5.4281)
H (0.2935, 4.9880, 2.9817)
H (0.5160, 7.2013, 1.8687)
F (1.5590, -7.0066, -4.8310)
C (0.5836, -6.6000, -3.9984)
C (-0.6237, -7.2695, -4.0009)
C (-1.6210, -6.8438, -3.1355)
C (-1.4065, -5.7622, -2.2916)
C (-0.1839, -5.1068, -2.3140)
C (0.8270, -5.5245, -3.1678)
H (-0.7718, -8.1059, -4.6699)
H (-2.5709, -7.3605, -3.1212)
H (-2.1908, -5.4327, -1.6229)
H (-0.0142, -4.2641, -1.6558)
H (1.7922, -5.0357, -3.1951)
F (-7.6799, -3.2616, -1.9353)
C (-6.3906, -2.9450, -1.7322)
C (-5.6805, -3.6316, -0.7666)
C (-4.3488, -3.3013, -0.5649)
C (-3.7550, -2.2967, -1.3174)
C (-4.4920, -1.6199, -2.2790)
C (-5.8227, -1.9444, -2.4964)
H (-6.1684, -4.4050, -0.1897)
H (-3.7756, -3.8314, 0.1849)
H (-2.7188, -2.0464, -1.1527)
H (-4.0327, -0.8342, -2.8652)
H (-6.4170, -1.4370, -3.2436)


4.
C33H27N2O3V as an isolated structure in a non-equilibrium geometry, computed with wB97M-V/def2-TZVPD.

Calculated values
Energy relative to the best compared isomer or geometry (same formula, charge and spin) in kJ/mol: 40.17
Kohn-Sham gap (spin up / spin down) in eV: 4.17 / 4.16
Net charge: +2
Energy in a.u.: -2552.3279

Element x y z (Å)
V (0.7868, -1.3223, 0.3883)
O (0.0137, -1.5258, 1.8081)
C (-0.7318, -0.6803, 2.6662)
C (0.3395, 0.3374, 3.1159)
C (0.8701, 1.1711, 1.9736)
C (0.9016, 2.5489, 2.0889)
C (1.4509, 3.3166, 1.0769)
C (1.9989, 2.6872, -0.0274)
C (1.9633, 1.3107, -0.1171)
C (2.5900, 0.6100, -1.2947)
C (1.5026, -0.0956, -2.1465)
O (0.8409, -0.9208, -1.1760)
C (2.0559, -0.9910, -3.2403)
C (3.4163, -1.1877, -3.4405)
C (3.8501, -2.0301, -4.4562)
C (2.9313, -2.6770, -5.2680)
C (1.5688, -2.4895, -5.0621)
C (1.1325, -1.6503, -4.0534)
C (0.5576, 0.9623, -2.7078)
C (0.9511, 1.6946, -3.8235)
C (0.1622, 2.7389, -4.2780)
C (-1.0247, 3.0534, -3.6288)
C (-1.4261, 2.3145, -2.5267)
C (-0.6390, 1.2678, -2.0671)
N (1.3628, 0.5684, 0.8555)
C (-1.3611, -1.4130, 3.8385)
C (-2.0545, -0.6990, 4.8105)
C (-2.6035, -1.3599, 5.8954)
C (-2.4828, -2.7393, 6.0072)
C (-1.8031, -3.4536, 5.0332)
C (-1.2495, -2.7945, 3.9454)
C (-1.8359, -0.0512, 1.8015)
C (-2.4100, -0.8195, 0.7868)
C (-3.4197, -0.2919, -0.0071)
C (-3.8679, 1.0015, 0.2140)
C (-3.2973, 1.7677, 1.2205)
C (-2.2859, 1.2455, 2.0146)
H (-0.0232, 0.9739, 3.9168)
H (1.1672, -0.2582, 3.5132)
H (0.5125, 3.0186, 2.9809)
H (1.4699, 4.3953, 1.1579)
H (2.4621, 3.2634, -0.8157)
H (3.1378, 1.3255, -1.9006)
H (3.2804, -0.1511, -0.9165)
H (4.1550, -0.6810, -2.8319)
H (4.9095, -2.1862, -4.6076)
H (3.2760, -3.3192, -6.0668)
H (0.8495, -2.9922, -5.6941)
H (0.0713, -1.4866, -3.9055)
H (1.8688, 1.4384, -4.3397)
H (0.4745, 3.3054, -5.1448)
H (-1.6389, 3.8688, -3.9858)
H (-2.3507, 2.5550, -2.0183)
H (-0.9737, 0.6860, -1.2139)
H (-2.1844, 0.3729, 4.7204)
H (-3.1342, -0.8002, 6.6532)
H (-2.9296, -3.2563, 6.8450)
H (-1.6978, -4.5261, 5.1255)
H (-0.7193, -3.3580, 3.1877)
H (-2.1214, -1.8574, 0.6512)
H (-3.8690, -0.8993, -0.7814)
H (-4.6792, 1.4005, -0.3797)
H (-3.6436, 2.7774, 1.3966)
H (-1.8628, 1.8560, 2.8017)
O (3.2171, -2.6961, 0.7352)
N (2.2222, -2.1734, 0.6973)